No. 1
Density functional theory data (ωB97M-V/def2-TZVPD) for one molecule with the formula C2H5NOS2 in a non-equilibrium geometry.

- total energy (eV) = -27362.0951
- relative energy (zero: lowest compared OMol25 entry of this formula, charge and spin) (eV) = 0.962
- SMILES = COC(=S)NS

```
11
C2H5NOS2 (ωB97M-V/def2-TZVPD)
C 0.348 0.058 2.355
O -0.251 -0.164 1.071
C 0.453 -0.068 -0.032
S 2.122 0.062 -0.132
N -0.345 0.083 -1.168
S -2.100 -0.017 -1.146
H 0.966 -0.780 2.583
H -0.508 0.174 3.069
H 0.963 0.956 2.330
H 0.139 0.077 -2.054
H -2.278 -0.341 0.197
```

=====

No. 2
Density functional theory data (ωB97M-V/def2-TZVPD) for one molecule with the formula C2H5NS in a non-equilibrium geometry.

- total energy (eV) = -14477.8466
- relative energy (zero: lowest compared OMol25 entry of this formula, charge and spin) (eV) = 2.490
- SMILES = C=NSC

```
9
C2H5NS (ωB97M-V/def2-TZVPD)
C 0.021 -2.116 0.201
N 0.383 -0.990 -0.147
S -1.167 0.498 -0.184
C 0.074 1.821 -0.138
H 0.845 -2.825 0.488
H -1.038 -2.618 0.283
H -0.043 2.458 -1.056
H 0.991 1.219 -0.134
H -0.065 2.553 0.687
```

=====

No. 3
Density functional theory data (ωB97M-V/def2-TZVPD) for C2H5NS as an isolated structure in a non-equilibrium geometry.

- total energy (eV) = -14476.7400
- relative energy (zero: lowest compared OMol25 entry of this formula, charge and spin) (eV) = 3.597

```
9
C2H5NS (ωB97M-V/def2-TZVPD)
C -0.010 -0.659 0.608
C 0.221 -0.383 -0.862
N 0.033 1.291 0.811
S -0.543 1.275 -0.831
H -0.992 -0.841 0.586
H 0.897 -1.043 1.066
H 1.270 -0.234 -1.007
H -0.159 -1.099 -1.712
H -0.717 1.694 1.342
```

=====

No. 4
Density functional theory data (ωB97M-V/def2-TZVPD) for one molecule with the formula C2H5NS in a non-equilibrium geometry.

- total energy (eV) = -14478.7382
- relative energy (zero: lowest compared OMol25 entry of this formula, charge and spin) (eV) = 1.599
- SMILES = C=NSC

```
9
C2H5NS (ωB97M-V/def2-TZVPD)
C -0.123 1.808 1.133
N 0.199 1.007 0.189
S -0.689 -0.422 0.245
C 0.100 -1.465 -1.007
H -1.005 1.719 1.861
H 0.562 2.708 1.367
H 0.926 -1.113 -1.553
H 0.673 -2.298 -0.531
H -0.644 -1.944 -1.703
```

=====

No. 5
Density functional theory data (ωB97M-V/def2-TZVPD) for one molecule with the formula C2H5NS2 in a non-equilibrium geometry.

- total energy (eV) = -25313.1899
- relative energy (zero: lowest compared OMol25 entry of this formula, charge and spin) (eV) = 2.636
- SMILES = SC/C=N/S

```
10
C2H5NS2 (ωB97M-V/def2-TZVPD)
S -1.549 1.570 1.053
C -0.389 0.189 1.105
C -0.206 -0.336 -0.245
N 0.912 -0.585 -0.754
S 0.935 -1.399 -2.336
H -0.432 2.751 0.999
H 0.577 0.341 1.479
H -0.981 -0.377 1.760
H -1.185 -0.334 -0.924
H 2.316 -1.820 -2.137
```

=====

No. 6
Density functional theory data (ωB97M-V/def2-TZVPD) for a 2-piece molecular cluster, C2H5NS2 overall in a non-equilibrium geometry.

- total energy (eV) = -25310.9004
- relative energy (zero: lowest compared OMol25 entry of this formula, charge and spin) (eV) = 4.926

```
10
C2H5NS2 (ωB97M-V/def2-TZVPD)
C -1.881 1.255 0.440
C 1.624 -0.435 -0.456
N -1.693 0.394 -0.373
S 2.457 1.026 0.349
S 0.323 -1.020 0.688
H -2.119 2.225 0.114
H -1.851 1.339 1.531
H 2.275 -1.248 -0.569
H 1.344 0.113 -1.378
H 2.639 0.456 1.611
```

=====

No. 7
Density functional theory data (ωB97M-V/def2-TZVPD) for one molecule with the formula C2H5NS2 in a non-equilibrium geometry.

- total energy (eV) = -25314.8112
- relative energy (zero: lowest compared OMol25 entry of this formula, charge and spin) (eV) = 1.015
- SMILES = CSNC=S

```
10
C2H5NS2 (ωB97M-V/def2-TZVPD)
C 1.397 0.836 0.015
S 1.144 -0.966 -0.096
N -0.460 -0.919 0.425
C -1.418 -0.633 -0.427
S -2.953 -0.165 0.019
H 1.640 0.960 1.050
H 0.447 1.334 -0.184
H 2.132 1.120 -0.722
H -0.801 -0.839 1.405
H -1.128 -0.727 -1.484
```

=====

No. 8
Density functional theory data (ωB97M-V/def2-TZVPD) for one molecule with the formula C2H5NS2 in a non-equilibrium geometry.

- total energy (eV) = -25314.5459
- relative energy (zero: lowest compared OMol25 entry of this formula, charge and spin) (eV) = 1.280
- SMILES = NCC(=S)S

```
10
C2H5NS2 (ωB97M-V/def2-TZVPD)
N 1.893 -0.175 -1.055
C 0.843 0.827 -0.830
C -0.227 0.153 -0.081
S -1.629 -0.321 -0.738
S 0.156 -0.088 1.679
H 1.634 -0.805 -1.739
H 2.098 -0.772 -0.208
H 0.574 1.175 -1.863
H 1.014 1.670 -0.224
H 1.307 0.629 1.839
```

=====

No. 9
Density functional theory data (ωB97M-V/def2-TZVPD) for C2H5NS2 as an isolated structure in a non-equilibrium geometry.

- total energy (eV) = -25307.6581
- relative energy (zero: lowest compared OMol25 entry of this formula, charge and spin) (eV) = 8.168

```
10
C2H5NS2 (ωB97M-V/def2-TZVPD)
C 2.024 0.471 0.235
C -0.481 -0.304 -0.220
H 2.139 0.572 1.600
H 0.956 1.384 -0.360
H 3.188 0.466 -0.851
H -0.528 0.942 -0.959
H -3.977 -1.194 0.527
N -1.527 -1.033 0.013
S 1.101 -1.153 -0.026
S -2.894 -0.151 0.040
```

=====

No. 10
Density functional theory data (ωB97M-V/def2-TZVPD) for one molecule with the formula C2H5NS2 in a non-equilibrium geometry.

- total energy (eV) = -25314.7445
- relative energy (zero: lowest compared OMol25 entry of this formula, charge and spin) (eV) = 1.082
- SMILES = CN(S)C=S

```
10
C2H5NS2 (ωB97M-V/def2-TZVPD)
C 1.169 0.672 0.000
N 0.035 -0.199 -0.015
S 0.426 -1.889 -0.002
C -1.221 0.256 -0.004
S -2.613 -0.647 -0.001
H 0.814 1.716 0.031
H 1.804 0.541 -0.914
H 1.771 0.471 0.923
H -0.851 -2.256 -0.013
H -1.335 1.337 -0.005
```

=====

No. 11
Density functional theory data (ωB97M-V/def2-TZVPD) for one molecule with the formula C2H5NS3 in a non-equilibrium geometry.

- total energy (eV) = -36149.4593
- relative energy (zero: lowest compared OMol25 entry of this formula, charge and spin) (eV) = 0.802
- SMILES = CN(S)C(=S)S

```
11
C2H5NS3 (ωB97M-V/def2-TZVPD)
C -0.856 -0.723 -0.057
N 0.151 0.336 -0.252
S -0.454 1.924 -0.379
C 1.475 0.072 -0.142
S 2.143 -1.432 -0.347
S 2.671 1.352 0.214
H -1.247 -1.165 -0.986
H -0.572 -1.448 0.595
H -1.689 -0.153 0.411
H 0.050 2.661 0.665
H 3.450 0.304 0.118
```

=====

No. 12
Density functional theory data (ωB97M-V/def2-TZVPD) for one molecule with the formula C2H5NSi in a non-equilibrium geometry.

- total energy (eV) = -11521.7563
- relative energy (zero: lowest compared OMol25 entry of this formula, charge and spin) (eV) = 0.049
- SMILES = C[SiH2]C#N

```
9
C2H5NSi (ωB97M-V/def2-TZVPD)
C 1.252 0.564 0.212
Si -0.275 -0.392 -0.343
C -2.125 0.091 -0.061
N -3.105 0.310 0.471
H 1.034 1.573 0.441
H 1.990 0.456 -0.599
H 1.653 -0.076 0.955
H -0.520 -1.533 0.618
H 0.097 -0.993 -1.694
```

=====

No. 13
Density functional theory data (ωB97M-V/def2-TZVPD) for one molecule with the formula C2H5O in a non-equilibrium geometry.

- total energy (eV) = -4199.6583
- spin multiplicity = 2
- relative energy (zero: lowest compared OMol25 entry of this formula, charge and spin) (eV) = 0.472

```
8
C2H5O (ωB97M-V/def2-TZVPD)
C 0.322 0.237 -0.348
O -0.900 0.824 -0.378
C 0.385 -0.885 0.621
H 1.110 1.109 0.026
H 0.683 -0.071 -1.444
H 1.483 -1.263 0.883
H -0.208 -1.769 0.300
H -0.109 -0.717 1.619
```

=====

No. 14
Density functional theory data (ωB97M-V/def2-TZVPD) for a 2-piece molecular cluster, C2H5O2S overall in a non-equilibrium geometry.

- total energy (eV) = -17085.5440
- charge = -1
- relative energy (zero: lowest compared OMol25 entry of this formula, charge and spin) (eV) = 1.596

```
10
C2H5O2S (ωB97M-V/def2-TZVPD)
C -0.111 1.405 0.092
S -0.586 1.534 -1.651
H 0.080 0.524 0.618
H 0.680 2.184 0.250
H -1.164 1.792 0.359
O 0.407 -1.874 1.825
C 0.368 -1.859 0.603
O 0.934 -1.143 -0.330
H -0.088 -2.848 0.331
H -0.520 0.285 -2.095
```

=====

No. 15
Density functional theory data (ωB97M-V/def2-TZVPD) for an isolated ion of composition C2H5O3S and charge -1 in a non-equilibrium geometry.

- total energy (eV) = -19130.5763
- charge = -1
- relative energy (zero: lowest compared OMol25 entry of this formula, charge and spin) (eV) = 3.086

```
11
C2H5O3S (ωB97M-V/def2-TZVPD)
C 1.429 -1.606 -1.076
C -1.107 0.776 0.811
O -0.723 1.781 -0.022
O 0.051 0.252 -2.250
O -0.628 -0.413 0.457
S 0.812 -0.076 -1.021
H 2.094 -1.824 -0.162
H 1.448 -2.238 -1.948
H -0.709 1.381 -0.826
H -0.452 1.056 1.692
H -2.164 0.693 0.939
```

=====

No. 16
Density functional theory data (ωB97M-V/def2-TZVPD) for C2H5O3Tl as an isolated structure in a non-equilibrium geometry.

- total energy (eV) = -12960.8809
- charge = +2

```
11
C2H5O3Tl (ωB97M-V/def2-TZVPD)
H -1.045 -3.596 -1.151
O 0.426 -2.530 -0.372
O -0.491 -1.475 -0.393
C 0.025 -3.623 -0.908
H 0.850 -4.215 -1.314
Tl -1.747 -2.204 0.872
O -2.168 -3.814 1.627
C -1.761 -5.096 1.504
H -2.593 -5.807 1.343
H -0.893 -5.120 0.497
H -1.148 -5.436 2.360
```

=====

No. 17
Density functional theory data (ωB97M-V/def2-TZVPD) for a 2-piece molecular cluster, C2H5OP overall in a non-equilibrium geometry.

- total energy (eV) = -13488.6875
- relative energy (zero: lowest compared OMol25 entry of this formula, charge and spin) (eV) = 2.188
- SMILES = C#P.CO

```
9
C2H5OP (ωB97M-V/def2-TZVPD)
C -2.785 0.519 0.722
P -3.802 -0.566 0.373
H -2.052 1.294 0.897
C 1.321 -0.070 -0.053
O 1.712 -0.126 -1.374
H 0.717 -0.875 0.338
H 2.157 0.003 0.644
H 0.727 0.847 0.048
H 2.005 -1.026 -1.596
```

=====

No. 18
Density functional theory data (ωB97M-V/def2-TZVPD) for a 2-piece molecular cluster, C2H5OP overall in a non-equilibrium geometry.

- total energy (eV) = -13487.7616
- relative energy (zero: lowest compared OMol25 entry of this formula, charge and spin) (eV) = 3.114

```
9
C2H5OP (ωB97M-V/def2-TZVPD)
C 1.994 -0.425 -0.242
C -0.740 -0.168 0.082
O 2.460 -0.818 0.787
P 1.393 1.325 -0.399
H 2.096 -0.891 -1.272
H -1.011 -0.666 -0.825
H -1.298 0.619 0.542
H -0.162 -0.870 0.647
H 1.149 1.442 1.033
```

=====

No. 19
Density functional theory data (ωB97M-V/def2-TZVPD) for one molecule with the formula C2H5OPS in a non-equilibrium geometry.

- total energy (eV) = -24325.2202
- relative energy (zero: lowest compared OMol25 entry of this formula, charge and spin) (eV) = 1.019
- SMILES = O=PCCS

```
10
C2H5OPS (ωB97M-V/def2-TZVPD)
O 3.081 0.119 0.744
P 2.242 -0.563 -0.228
C 0.412 0.443 -0.183
C -0.617 -0.596 -0.153
S -2.379 -0.061 -0.103
H 0.211 1.009 -1.016
H 0.482 1.157 0.618
H -0.535 -1.457 0.683
H -0.648 -1.003 -1.199
H -2.247 0.953 0.837
```

=====

No. 20
Density functional theory data (ωB97M-V/def2-TZVPD) for a 2-piece molecular cluster, C2H5OPS2 overall in a non-equilibrium geometry.

- total energy (eV) = -35158.0254
- relative energy (zero: lowest compared OMol25 entry of this formula, charge and spin) (eV) = 4.211
- SMILES = O=S(=P)=S.C=C

```
11
C2H5OPS2 (ωB97M-V/def2-TZVPD)
O 1.943 0.160 -1.714
S 1.890 0.057 -0.258
P 1.576 1.913 0.714
S 1.954 -1.619 0.671
H 1.238 2.588 -0.452
C -1.456 0.115 0.181
C -1.407 -1.202 0.156
H -2.130 0.806 -0.267
H -0.729 0.613 0.855
H -0.747 -1.781 0.636
H -2.130 -1.649 -0.523
```